a) Computed, not measured: a 12-piece molecular cluster, C62H160N12O19 overall, with the ωB97M-V functional and the def2-TZVPD basis.

Geometry as ORCA input:
```
! wB97M-V def2-TZVPD RIJCOSX def2/J DEFGRID3
* xyz 0 1
C -6.2795 -5.0754 8.1079
C -6.0858 -3.4918 8.1846
C -6.2207 -2.9490 9.5437
O -5.1612 -3.4021 10.3452
C -5.5204 -3.7585 11.7214
N -4.7966 -3.2407 7.5442
H -6.2237 -5.3449 7.0533
H -7.2825 -5.2931 8.4748
H -5.4942 -5.4622 8.7575
H -6.7527 -2.9643 7.5026
H -7.2317 -3.0841 9.9281
H -6.0466 -1.8785 9.4349
H -4.5711 -3.9078 12.2360
H -6.1027 -4.6793 11.6870
H -6.0665 -2.9731 12.2439
H -4.1743 -3.6290 8.2386
H -4.5448 -2.2682 7.4394
C -3.8304 10.5151 1.1821
C -4.8727 9.4610 1.0747
C -6.2372 9.9815 0.9175
O -6.5949 10.6642 2.0815
C -7.6717 10.0945 2.8983
N -4.5801 8.4019 0.1339
H -3.6451 11.0056 0.2264
H -2.8782 10.0821 1.4885
H -4.1014 11.3388 1.8425
H -4.7770 8.8537 1.9748
H -6.9514 9.1596 0.8664
H -6.3017 10.5966 0.0200
H -8.4394 10.0033 2.1300
H -7.9000 10.7879 3.7078
H -7.3665 9.1305 3.3052
H -3.6639 8.4976 -0.2804
H -5.1765 8.6326 -0.6478
C 10.4296 -0.2869 -9.4856
C 9.6870 1.0922 -9.1551
C 8.1361 0.9922 -9.1018
O 7.5533 1.9564 -8.2473
C 7.7752 3.3647 -8.6589
N 10.1797 1.2424 -7.7843
H 10.6018 -1.0135 -8.6916
H 11.4192 -0.0823 -9.8941
H 9.9627 -0.8422 -10.2991
H 10.0065 1.9528 -9.7427
H 7.8563 0.0341 -8.6638
H 7.7602 0.7886 -10.1045
H 8.7791 3.7878 -8.6216
H 7.1413 4.0002 -8.0404
H 7.6213 3.5228 -9.7263
H 9.3923 1.7243 -7.3745
H 10.1557 0.3486 -7.3147
C 6.9771 -11.5845 1.2246
C 6.5039 -12.3888 0.0388
C 4.9461 -12.3733 -0.0222
O 4.2562 -12.9489 1.0582
C 2.8313 -12.8244 0.9601
N 7.0557 -11.7243 -1.1485
H 6.5781 -11.9896 2.1546
H 6.7640 -10.5156 1.2128
H 8.0519 -11.4648 1.3610
H 6.7808 -13.4292 0.2092
H 4.6474 -13.0119 -0.8534
H 4.6535 -11.3333 -0.1673
H 2.7464 -11.7390 1.0135
H 2.3676 -13.3568 1.7905
H 2.6435 -13.3520 0.0250
H 8.0480 -11.9074 -1.1936
H 7.2275 -10.7696 -0.8671
C 5.6385 10.6842 1.1188
C 4.8658 9.3512 1.1990
C 4.3269 8.8550 2.6088
O 5.1838 8.0398 3.3617
C 6.1241 8.7158 4.1037
N 3.9079 9.2893 0.0558
H 5.8407 10.8447 0.0598
H 6.5488 10.8316 1.7000
H 5.0393 11.5293 1.4579
H 5.6086 8.5744 1.0178
H 3.4077 8.3141 2.3837
H 4.0069 9.5944 3.3429
H 6.7765 8.0328 4.6479
H 5.8200 9.4200 4.8781
H 6.7909 9.2535 3.4296
H 3.5486 8.3564 -0.0885
H 3.0718 9.7191 0.4251
C -3.2158 12.2315 -6.7535
O -2.8458 11.2889 -7.6709
C -3.7312 10.2071 -8.1089
C -3.0000 8.9257 -8.6748
N -2.3308 9.2619 -9.9756
C -0.8435 9.0339 -9.8632
C -0.0124 10.2109 -9.1592
O -0.2612 11.4086 -9.9050
C 0.5670 12.5205 -9.4940
H -4.1028 12.0302 -6.1528
H -3.4595 13.1463 -7.2937
H -2.4401 12.5836 -6.0735
H -4.4473 10.5130 -8.8716
H -4.3697 9.7479 -7.3542
H -3.6957 8.0918 -8.7678
H -2.2651 8.6319 -7.9252
H -2.3220 10.2621 -10.1154
H -0.4314 9.0001 -10.8717
H -0.5140 8.0788 -9.4542
H 1.0109 10.0073 -9.4745
H -0.1340 10.2177 -8.0760
H 0.1223 12.8636 -8.5598
H 0.4570 13.3132 -10.2339
H 1.6247 12.2684 -9.4181
C 1.9528 2.5036 12.9995
O 0.5790 2.8573 13.1141
C -0.3210 2.0775 12.4494
C -0.8171 2.6251 11.1863
N 0.1884 2.4737 10.1308
C -0.4285 2.6627 8.7537
C -1.5482 3.5950 8.2784
O -2.7502 3.0083 8.3428
C -3.8946 3.6777 7.9015
H 2.1894 2.1278 12.0041
H 2.2132 1.6655 13.6460
H 2.5397 3.3565 13.3402
H -1.1919 2.1275 13.1031
H 0.1033 1.0829 12.3127
H -1.0825 3.6666 11.3678
H -1.7642 2.2368 10.8117
H 0.7243 3.3285 10.0841
H -0.8585 1.6845 8.5384
H 0.4972 2.6887 8.1789
H -1.4269 3.9202 7.2451
H -1.6915 4.4893 8.8850
H -3.8655 3.6487 6.8122
H -3.9138 4.6801 8.3291
H -4.8307 3.1785 8.1516
C 4.7417 -6.2780 -4.3754
O 5.1443 -5.1164 -5.2690
C 4.8191 -3.8484 -4.7170
C 5.7799 -3.3578 -3.6560
N 7.2178 -3.3901 -3.9426
C 8.0603 -3.4909 -2.7915
C 8.0982 -4.8897 -2.0637
O 8.6718 -5.8729 -2.9931
C 10.0507 -5.7894 -3.4371
H 5.0768 -7.1161 -4.9864
H 3.6882 -6.3303 -4.1008
H 5.4065 -6.2581 -3.5118
H 3.7872 -4.0069 -4.4038
H 4.9774 -3.1130 -5.5058
H 5.4893 -3.7608 -2.6857
H 5.6479 -2.3161 -3.3636
H 7.3332 -4.3526 -4.2261
H 7.7901 -2.7280 -2.0615
H 9.0808 -3.2650 -3.1010
H 7.0850 -5.2024 -1.8113
H 8.6701 -4.8906 -1.1358
H 10.2318 -4.8793 -4.0089
H 10.1745 -6.6994 -4.0241
H 10.6862 -5.8213 -2.5521
C 5.1249 -1.7330 5.3577
O 6.5138 -1.8720 5.8265
C 6.9926 -1.1257 6.9589
C 8.4725 -1.4554 7.1631
N 8.9524 -0.8573 8.4472
C 8.4966 -1.3824 9.7096
C 8.7470 -2.9297 10.0101
O 9.8648 -3.4218 9.2895
C 10.3036 -4.7369 9.8036
H 4.9228 -0.6727 5.2062
H 4.3682 -2.1456 6.0251
H 5.0742 -2.0883 4.3285
H 6.5039 -1.2786 7.9211
H 6.9021 -0.0809 6.6618
H 8.9911 -1.1068 6.2700
H 8.7301 -2.5091 7.2706
H 9.9152 -1.1371 8.5692
H 7.4337 -1.2120 9.8810
H 9.0877 -0.7916 10.4093
H 7.7695 -3.3563 9.7854
H 9.0674 -3.0510 11.0449
H 11.0885 -4.8824 10.5458
H 10.7378 -5.2688 8.9570
H 9.5006 -5.3205 10.2537
C -7.8512 0.8993 -6.8759
O -8.4652 -0.1851 -6.1531
C -9.7064 -0.7429 -6.7367
C -10.2120 -1.7804 -5.6581
N -10.9053 -1.1401 -4.5957
C -10.0087 -0.6894 -3.5913
C -10.8498 0.1554 -2.5551
O -9.9684 1.0162 -1.8992
C -10.7004 1.6977 -0.9602
H -8.6022 1.6870 -6.9357
H -7.4065 0.6145 -7.8294
H -7.0568 1.2697 -6.2280
H -9.3858 -1.1965 -7.6745
H -10.4597 0.0047 -6.9854
H -9.3701 -2.3005 -5.2010
H -10.8008 -2.5081 -6.2165
H -11.2472 -0.3070 -5.0530
H -9.2404 -0.1022 -4.0942
H -9.5132 -1.5682 -3.1788
H -11.1327 -0.5622 -1.7851
H -11.6115 0.6787 -3.1332
H -11.3263 1.0540 -0.3421
H -11.3220 2.4615 -1.4276
H -9.9216 2.2549 -0.4394
C -11.1253 -10.1655 -2.5987
O -9.7410 -9.9575 -2.3809
C -9.3629 -8.6134 -2.7556
C -7.8527 -8.4857 -2.6533
N -7.0631 -9.5364 -3.3431
C -5.5857 -9.4605 -3.1503
C -4.9263 -10.6138 -3.8609
O -4.5287 -10.3842 -5.1851
C -5.5618 -10.0727 -6.1758
H -11.2315 -10.6002 -3.5927
H -11.7715 -9.2924 -2.6890
H -11.5911 -10.8451 -1.8851
H -9.8401 -7.8450 -2.1474
H -9.6106 -8.5658 -3.8160
H -7.7294 -8.5407 -1.5718
H -7.4164 -7.5378 -2.9682
H -7.3524 -10.3351 -2.7967
H -5.2857 -9.4667 -2.1024
H -5.4249 -8.4962 -3.6324
H -5.6072 -11.4649 -3.8546
H -3.9159 -10.8159 -3.5055
H -5.9368 -9.0714 -5.9635
H -6.4042 -10.7345 -6.3769
H -5.0199 -9.8540 -7.0958
C -0.7596 -3.4891 0.3900
O -0.8740 -2.5128 -0.6129
C -2.2464 -2.0578 -0.6993
C -2.4612 -1.0477 -1.8375
N -1.3063 -0.1032 -1.9893
C -1.3062 0.9243 -0.9537
C -0.1038 1.9251 -1.0564
O -0.1867 2.8935 -2.1103
C 0.2138 2.3264 -3.3396
H -1.3033 -4.4129 0.1921
H -1.1795 -3.0434 1.2917
H 0.2924 -3.6947 0.5878
H -2.5292 -1.5883 0.2428
H -2.8621 -2.9399 -0.8751
H -3.3790 -0.4640 -1.7662
H -2.4353 -1.6567 -2.7410
H -0.4732 -0.5378 -1.6190
H -1.2629 0.4852 0.0431
H -2.2512 1.4395 -1.1256
H 0.8417 1.4184 -0.8628
H -0.1193 2.4922 -0.1257
H 0.4505 3.1270 -4.0404
H -0.6024 1.7990 -3.8333
H 1.0613 1.6659 -3.1563
*
```

Results
* SMILES: COC[C@H](C)N.COC[C@H](C)N.COC[C@H](C)N.COC[C@H](C)N.COC[C@H](C)N.COCCNCCOC.COCCNCCOC.COCCNCCOC.COCCNCCOC.COCCNCCOC.COCCNCCOC.COCCNCCOC
* E_LUMO: 0.49 eV
* frontier orbital gap: 9.151 eV

Results of the Löwdin charge analysis, in e, for atoms 1 through 5: -0.035 -0.445 -0.257 -0.203 -0.059

=====

b) Computed, not measured: a 12-piece molecular cluster, C62H160N12O19 overall, with the ωB97M-V functional and the def2-TZVPD basis.

Geometry as ORCA input:
```
! wB97M-V def2-TZVPD RIJCOSX def2/J DEFGRID3
* xyz 0 1
C -5.2227 0.9830 3.1151
C -6.5883 0.4834 3.3989
C -6.9389 0.5610 4.8747
O -6.0056 0.1602 5.8084
C -5.6411 -1.2154 5.7354
N -7.5598 1.2148 2.5472
H -4.8768 0.8953 2.0612
H -4.5030 0.3453 3.6593
H -5.1899 2.0161 3.4843
H -6.7123 -0.5627 3.1361
H -7.9000 0.0079 5.0381
H -7.1737 1.6122 5.1089
H -6.4491 -1.9050 5.9694
H -4.9042 -1.5052 6.4819
H -5.2628 -1.5617 4.7529
H -7.5710 2.2225 2.7475
H -8.5416 0.8925 2.6566
C 1.9832 1.2502 4.1168
C 3.0078 1.8392 3.2123
C 2.5237 2.9461 2.3494
O 2.1745 4.0838 3.1800
C 1.5740 5.1911 2.5903
N 4.2351 2.1898 3.9164
H 2.4039 0.3462 4.5296
H 1.1420 0.8498 3.5422
H 1.5842 1.9374 4.8384
H 3.2884 0.9952 2.5844
H 1.6275 2.6409 1.8312
H 3.3308 3.2682 1.6516
H 0.7011 4.8813 2.0072
H 2.1886 5.8028 1.8918
H 1.1574 5.8688 3.2968
H 4.0874 2.9303 4.6019
H 4.5782 1.3863 4.4256
C -5.8152 2.0389 -0.4124
C -5.1810 0.8427 -1.0297
C -6.2172 -0.1348 -1.5321
O -5.5892 -1.2431 -2.2527
C -6.4946 -2.2692 -2.6343
N -4.1706 1.2119 -2.0505
H -6.2868 2.6175 -1.2115
H -5.1324 2.6898 0.1030
H -6.6069 1.7175 0.3021
H -4.6540 0.2306 -0.3259
H -6.8889 0.3355 -2.2590
H -6.7885 -0.5792 -0.6831
H -6.1813 -2.7516 -3.5642
H -7.5114 -1.9336 -2.8969
H -6.6000 -3.0560 -1.9075
H -3.7718 0.4263 -2.5899
H -4.5119 1.8647 -2.7446
C -2.2264 -3.3951 -2.3200
C -2.2409 -2.9595 -3.7689
C -2.7180 -4.0516 -4.7271
O -2.7385 -3.7128 -6.0988
C -1.4923 -3.6654 -6.7346
N -3.0620 -1.7476 -3.9508
H -3.2169 -3.7899 -2.0468
H -1.9333 -2.5962 -1.6293
H -1.4908 -4.1773 -2.2006
H -1.2031 -2.7543 -4.0684
H -3.7547 -4.3639 -4.4652
H -2.0386 -4.9139 -4.6446
H -0.6746 -3.0752 -6.3295
H -1.5828 -3.3520 -7.7804
H -1.0757 -4.6701 -6.8327
H -3.3495 -1.6234 -4.8932
H -3.8939 -1.6910 -3.3984
C -1.2226 1.5553 1.7357
C -0.7580 2.0768 0.3969
C -0.4031 0.9763 -0.5606
O 0.4646 -0.0132 -0.0312
C 0.6761 -1.1235 -0.8186
N -1.7598 2.9851 -0.2320
H -2.1233 0.9675 1.5372
H -1.4510 2.4168 2.3316
H -0.4017 0.9535 2.1429
H 0.1158 2.7247 0.4576
H 0.0689 1.3283 -1.5112
H -1.3945 0.4924 -0.8361
H 1.3558 -0.9045 -1.6353
H -0.2791 -1.5492 -1.1547
H 1.1820 -1.8525 -0.1758
H -1.3697 3.3837 -1.0764
H -2.5716 2.4913 -0.6030
C 8.4684 -5.3944 -5.4132
O 7.4998 -4.5446 -4.7283
C 6.4031 -4.2121 -5.5939
C 5.4043 -3.3217 -4.7713
N 6.2002 -2.1414 -4.3765
C 5.6277 -1.1786 -3.4573
C 4.2370 -0.6739 -3.8275
O 3.2781 -1.6789 -3.4363
C 2.0437 -1.5277 -3.9902
H 9.2249 -5.4717 -4.6653
H 8.8531 -4.9455 -6.3243
H 7.9515 -6.3423 -5.6104
H 5.9363 -5.1292 -5.9844
H 6.7696 -3.6128 -6.4552
H 5.0326 -3.8621 -3.8833
H 4.5296 -3.0355 -5.3724
H 7.0308 -2.5417 -3.9557
H 6.2998 -0.3050 -3.4204
H 5.5578 -1.6230 -2.4448
H 4.1674 -0.5032 -4.9145
H 3.9506 0.2725 -3.3602
H 1.5786 -0.5477 -3.8185
H 1.4033 -2.2311 -3.4722
H 2.0897 -1.7104 -5.0544
C -1.1939 4.5356 4.6840
O -2.1060 5.5755 4.7389
C -1.6465 6.7959 4.1843
C -2.6191 7.9785 4.3320
N -3.6534 8.1091 3.3653
C -4.5821 6.9044 3.3555
C -5.4490 7.0070 2.1034
O -4.5377 7.0253 0.9535
C -4.1823 5.7910 0.3886
H -0.2154 4.6963 5.2407
H -0.8796 4.2639 3.6566
H -1.6948 3.6875 5.1306
H -1.4594 6.7057 3.0890
H -0.7149 7.0465 4.6969
H -1.9970 8.8665 4.2786
H -3.0822 8.0088 5.3386
H -3.2609 8.3278 2.4688
H -5.1749 7.0054 4.2658
H -4.0949 5.9089 3.3802
H -5.9646 7.9739 2.0740
H -6.2251 6.2402 2.0250
H -3.6607 5.9611 -0.5678
H -5.0504 5.1231 0.2678
H -3.4491 5.3215 1.0812
C 3.5814 1.2083 -0.9764
O 4.9855 0.9744 -0.9639
C 5.6994 2.0546 -0.2801
C 7.0610 1.5270 -0.0338
N 7.9004 2.6262 0.4469
C 9.2880 2.3089 0.2895
C 9.9078 3.0845 -0.8890
O 11.2250 2.7035 -1.0898
C 11.7118 2.8505 -2.3956
H 3.1788 1.3849 0.0547
H 3.1356 0.3108 -1.4079
H 3.3901 2.0526 -1.6259
H 5.1060 2.3893 0.5713
H 5.7817 2.9304 -0.9396
H 7.4734 1.2467 -1.0141
H 7.0637 0.6213 0.5928
H 7.6530 2.8574 1.4031
H 9.4649 1.2347 0.0875
H 9.8550 2.6115 1.1492
H 9.8520 4.1734 -0.6588
H 9.3664 2.9512 -1.8548
H 11.5109 3.8747 -2.6706
H 11.2300 2.2107 -3.1437
H 12.7689 2.6648 -2.4345
C -1.0175 -3.0498 1.9480
O -2.3704 -3.3182 2.1566
C -3.1905 -2.2302 1.8542
C -4.6440 -2.6831 1.7416
N -5.0380 -3.4034 0.5820
C -4.4819 -4.7442 0.4686
C -5.2432 -5.6516 -0.4466
O -5.0991 -5.2452 -1.7832
C -5.5149 -6.2823 -2.6523
H -0.6605 -2.2892 2.6337
H -0.9006 -2.7593 0.8861
H -0.4588 -3.9733 2.1283
H -2.8884 -1.7242 0.9284
H -3.0922 -1.4596 2.6443
H -5.2649 -1.7931 1.8005
H -4.9275 -3.2994 2.6029
H -4.8131 -2.8936 -0.2626
H -4.4636 -5.1921 1.4877
H -3.4364 -4.7419 0.1663
H -6.3034 -5.7313 -0.1834
H -4.7864 -6.6602 -0.2839
H -6.5776 -6.5734 -2.5178
H -4.8563 -7.1573 -2.4689
H -5.3644 -5.9238 -3.6856
C 0.8700 -7.7507 1.9033
O 1.0201 -6.5101 1.2748
C 0.7848 -6.6318 -0.1219
C 1.2768 -5.3982 -0.8602
N 2.7069 -5.2380 -0.7633
C 3.2786 -4.0979 -1.3835
C 4.7539 -4.1699 -1.0594
O 4.9552 -4.0355 0.3528
C 6.3052 -4.2807 0.7461
H 1.6288 -8.4514 1.5064
H -0.1215 -8.1215 1.7325
H 1.0130 -7.5720 2.9531
H -0.2705 -6.7728 -0.4087
H 1.3336 -7.5382 -0.4988
H 0.7905 -4.5026 -0.4870
H 0.9612 -5.6023 -1.8835
H 3.0573 -5.3188 0.1858
H 2.8475 -3.1360 -1.1165
H 3.1394 -4.0967 -2.4633
H 5.3117 -3.3902 -1.5847
H 5.1066 -5.1533 -1.3741
H 6.9263 -3.4718 0.3794
H 6.7392 -5.2171 0.3724
H 6.3814 -4.1259 1.8055
C -3.3289 7.6230 -3.3075
O -2.1887 6.7907 -3.2643
C -1.0403 7.3962 -3.8465
C 0.0923 6.3053 -4.0352
N -0.4105 5.3176 -5.0143
C 0.5583 4.3162 -5.4089
C 1.0081 3.3680 -4.2745
O -0.1240 2.6390 -3.7536
C -0.7521 1.8328 -4.7513
H -4.0489 7.2343 -2.5994
H -3.7664 7.5706 -4.2996
H -3.0662 8.6629 -3.0648
H -0.7345 8.2609 -3.2665
H -1.3119 7.7368 -4.8541
H 0.3718 5.9191 -3.0434
H 0.9768 6.8260 -4.4861
H -1.1613 4.8535 -4.5213
H 1.4403 4.7811 -5.8779
H 0.0716 3.7138 -6.2165
H 1.4976 3.8555 -3.4399
H 1.7285 2.6543 -4.7193
H -1.3178 1.1237 -4.1406
H 0.0049 1.3393 -5.3745
H -1.4252 2.4147 -5.3853
C 2.8526 -2.3752 2.5722
O 1.8932 -2.4926 3.5565
C 1.8950 -3.6497 4.3775
C 0.7934 -3.5376 5.3739
N 1.1724 -2.5061 6.3452
C 0.1702 -2.2171 7.3637
C -1.0256 -1.5002 6.7373
O -0.6133 -0.2220 6.1524
C -1.5462 0.2335 5.1487
H 2.9055 -3.1947 1.8561
H 3.8460 -2.2698 3.0290
H 2.6394 -1.4772 2.0010
H 2.8315 -3.8211 4.9455
H 1.6053 -4.5517 3.7500
H 0.7531 -4.5000 5.8809
H -0.1565 -3.4326 4.8228
H 1.3023 -1.6281 5.8614
H 0.6087 -1.6471 8.1837
H -0.2335 -3.1370 7.8339
H -1.6586 -1.2244 7.5739
H -1.5761 -2.1182 6.0153
H -1.1551 1.1818 4.7778
H -2.5380 0.5338 5.5628
H -1.6582 -0.4974 4.3237
*
```

Results
* SMILES: COC[C@H](C)N.COC[C@H](C)N.COC[C@H](C)N.COC[C@H](C)N.COC[C@H](C)N.COCCNCCOC.COCCNCCOC.COCCNCCOC.COCCNCCOC.COCCNCCOC.COCCNCCOC.COCCNCCOC
* E_LUMO: 0.53 eV
* frontier orbital gap: 8.983 eV

Results of the Löwdin charge analysis, in e, for atoms 1 through 5: -0.056 -0.468 -0.248 -0.163 -0.095

=====

Which one is the most stable? From the structures above, b).